Here is a molecular structure, C33H54ClN6O2P3PdS2 at a distorted geometry from the OMol25 dataset. Energies are from ωB97M-V with the def2-TZVPD basis set.

Computed properties:
- HOMO-LUMO gap: 7.6 eV
- E_LUMO: 0.49 eV
- ΔE to the lowest compared entry with this formula, charge and spin: 0.9107 eV

Structure (ORCA input):
```
! RIJCOSX wB97M-V def2-TZVPD def2/J DEFGRID3
* xyz 0 1
Pd -0.62580 -1.56671 -0.15748
C -2.65648 -4.53742 0.45543
P -1.49992 -3.56884 -0.55195
C -0.22355 -4.83488 -0.89258
C -2.30346 -3.43957 -2.17676
C -1.20069 -2.92598 -3.07040
P -0.36532 -1.31489 -2.39374
C -1.48217 -0.25238 -3.40462
C 1.13706 -1.60019 -3.41857
H -2.94011 -5.43400 -0.10109
H -3.54121 -3.95695 0.71005
H -2.18586 -4.83673 1.38853
H -0.62441 -5.59977 -1.56259
H 0.07034 -5.29171 0.04986
H 0.66991 -4.39528 -1.33265
H -3.12476 -2.72118 -2.10405
H -2.72302 -4.39969 -2.48860
H -1.55438 -2.66441 -4.06981
H -0.42250 -3.68109 -3.18748
H -1.35959 -0.52192 -4.45551
H -1.24918 0.79995 -3.28052
H -2.52782 -0.42066 -3.14149
H 0.91569 -2.18591 -4.31062
H 1.87758 -2.14203 -2.82719
H 1.56461 -0.64299 -3.70762
N 0.41648 -0.04512 -1.47946
P 0.58006 1.46917 -1.16872
N 0.72274 2.47634 -2.50378
C 1.83639 2.22158 -3.42180
C 1.37509 2.28721 -4.86967
C 0.85366 3.69020 -5.21134
C 0.27050 4.36952 -3.96576
C -0.33970 3.33805 -3.02957
N -0.66583 2.18603 -0.34625
C -0.47884 3.22505 0.66677
C -1.63464 4.21994 0.67190
C -2.97138 3.50875 0.82051
C -3.11979 2.48745 -0.29948
C -1.96252 1.49993 -0.27879
N 2.07123 1.68199 -0.40948
C 3.08174 0.62277 -0.59336
C 4.18772 0.67158 0.45755
C 4.74248 2.09363 0.65845
C 4.15700 3.04551 -0.37370
C 2.63779 3.03874 -0.27229
H 2.25643 1.23807 -3.20507
H 2.64383 2.94934 -3.25590
H 0.59179 1.53842 -5.01416
H 2.19970 2.01193 -5.52929
H 0.09167 3.61918 -5.99006
H 1.66134 4.30077 -5.62003
H -0.48499 5.10645 -4.24246
H 1.05323 4.90592 -3.42245
H -1.10188 2.76934 -3.58060
H -0.84685 3.81586 -2.19446
H 0.44052 3.76737 0.46284
H -0.38000 2.76617 1.65713
H -1.62634 4.78482 -0.26602
H -1.47718 4.93477 1.48253
H -3.79756 4.22156 0.81400
H -3.00159 2.99181 1.78594
H -3.14473 3.00000 -1.26718
H -4.05347 1.93052 -0.19859
H -2.04177 0.81675 -1.12133
H -2.01417 0.88377 0.62443
H 3.54331 0.70842 -1.58513
H 2.57098 -0.33756 -0.57399
H 4.97657 -0.00569 0.12289
H 3.82643 0.27493 1.40563
H 5.83220 2.09813 0.61528
H 4.46809 2.46063 1.65120
H 4.47705 2.77273 -1.38241
H 4.50504 4.06573 -0.19844
H 2.20298 3.69528 -1.03301
H 2.37684 3.44774 0.70977
O -2.97534 -1.27557 4.21685
S -2.79079 -2.57699 3.62914
O -3.95928 -3.26204 3.14243
N -1.63698 -2.51149 2.47422
C -0.55099 -3.15481 2.80736
S 0.83416 -3.23489 1.87482
C -0.65098 -3.84811 4.14457
C 0.28695 -4.63168 4.79470
C -0.05794 -5.17614 6.02418
C -1.31004 -4.93922 6.59007
C -2.24842 -4.14663 5.94105
C -1.88169 -3.61685 4.71976
H 1.25440 -4.80230 4.34176
H 0.65418 -5.79613 6.55289
H -1.55395 -5.37923 7.54813
H -3.22040 -3.94984 6.37136
Cl -1.57270 1.27493 5.45308
C -0.45916 0.76161 4.23013
C 0.89417 0.67213 4.50817
C 1.73845 0.28014 3.48300
C 1.19270 0.00424 2.23991
N -0.10384 0.10545 1.96671
C -0.91936 0.45848 2.95959
H 1.26501 0.89822 5.49822
H 2.80290 0.17793 3.64377
H 1.81599 -0.32499 1.42392
H -1.97968 0.50747 2.74888
*
```